# 1
9
Properties=species:S:1:pos:R:3:forces:R:3 method="wB97M-V/def2-TZVPD" largest_force_ha_per_bohr=0.027 e_above_lowest_kj_mol=386.1 lumo_ev=0.450 e_tot_ha=-317.38527 total_charge=0 gap_ev=9.8 smiles="[H]/N=N/[C@@H]1N=C1O"
H -2.69343 -0.90888 -0.28020 -0.1 -0.1 -0.1
N 1.98086 -0.35291 0.45025 0.1 0.1 -0.7
N -0.54540 -0.41330 1.07630 -0.3 1.3 -0.5
N 1.44534 0.42878 -0.34826 0.2 -0.6 0.2
H 2.93542 -0.50134 0.10523 0.2 0.1 0.0
C 0.08256 0.67588 -0.01131 -0.1 0.0 0.4
H -0.17285 1.74383 -0.08572 0.2 -0.3 0.7
O -2.05606 -0.42201 -0.82274 -0.1 -0.6 -0.2
C -0.97643 -0.25005 -0.08355 -0.1 0.2 0.1


# 2
9
Properties=species:S:1:pos:R:3:forces:R:3 method="wB97M-V/def2-TZVPD" largest_force_ha_per_bohr=0.013 e_above_lowest_kj_mol=249.9 lumo_ev=0.858 e_tot_ha=-317.43713 total_charge=0 gap_ev=10.5 smiles=Nc1cnon1
O 1.80040 -0.81723 0.31931 0.4 0.0 -0.1
N 0.51030 -1.20106 0.21628 -0.1 0.2 0.1
H -1.68556 -1.24811 0.27742 -0.6 0.2 -0.1
C -0.18423 -0.11752 -0.01172 0.3 -0.4 0.2
C 0.74003 0.96901 -0.12488 0.1 -0.1 0.1
N 1.93545 0.50093 0.09902 -0.3 0.3 -0.3
N -1.55185 -0.25364 0.12726 -0.1 0.0 -0.1
H -2.18446 0.14808 -0.55024 0.3 0.0 -0.1
H 0.61991 2.01953 -0.35245 -0.2 -0.2 0.1


# 3
9
Properties=species:S:1:pos:R:3:forces:R:3 method="wB97M-V/def2-TZVPD" largest_force_ha_per_bohr=0.024 e_above_lowest_kj_mol=402.4 lumo_ev="0.052 / 0.051" e_tot_ha=-317.37906 total_charge=0 gap_ev="7.9 / 7.9"
N 1.73404 -0.02997 0.16127 0.3 0.5 0.2
C 0.45471 0.14008 0.06205 -0.1 -0.1 0.0
H 0.54872 -1.79999 -0.24788 -0.9 -0.8 -0.2
O -1.78549 0.16898 -0.18499 0.1 0.0 0.0
C -0.70566 0.95608 0.07633 0.3 0.0 0.0
H -0.93160 1.99923 0.22495 0.1 -0.2 0.0
N -1.45194 -1.08775 -0.36767 0.4 0.1 0.0
N -0.16604 -1.07419 -0.21086 0.0 0.0 -0.1
H 2.30326 0.72755 0.48679 -0.1 0.5 0.0


# 4
9
Properties=species:S:1:pos:R:3:forces:R:3 method="wB97M-V/def2-TZVPD" largest_force_ha_per_bohr=0.060 e_above_lowest_kj_mol=318.1 lumo_ev=0.627 e_tot_ha=-317.41115 total_charge=0 gap_ev=10.7 smiles=On1ccnn1
N 0.07651 -1.43054 -0.12700 1.2 0.4 0.6
N 1.36836 -1.02652 -0.05483 -1.5 -1.2 -0.6
C 0.12930 0.76022 -0.12049 -0.6 2.8 1.2
H -0.39080 1.70795 0.10855 0.8 -0.4 -0.7
H -2.28214 -0.70280 0.63714 -0.4 0.3 -0.6
H 2.34267 0.89607 -0.11031 -0.2 -0.4 0.2
O -2.03551 -0.20791 -0.17319 1.5 -1.2 0.9
C 1.42947 0.31196 -0.07311 -0.8 0.2 -0.2
N -0.63785 -0.30841 -0.08675 0.0 -0.4 -0.8


# 5
10
Properties=species:S:1:pos:R:3:forces:R:3 method="wB97M-V/def2-TZVPD" largest_force_ha_per_bohr=0.134 e_above_lowest_kj_mol=288.2 lumo_ev=0.463 e_tot_ha=-392.68378 total_charge=0 gap_ev=10.5 smiles="Nc1nc(=O)[nH]o1"
N -0.86358 -1.16203 -0.29392 -6.5 -2.4 -0.3
N -0.56230 1.11544 -0.24726 0.4 -4.0 0.2
C 0.51145 0.35027 -0.12179 -1.4 4.6 2.2
H -1.00638 -1.92563 0.33441 -1.4 -0.7 0.1
N 1.71242 0.73666 0.45258 0.0 -3.3 -1.4
H 2.30960 -0.08825 0.17653 0.2 1.7 0.7
C -1.65846 0.01750 -0.14389 3.3 3.9 -0.9
O 0.39104 -0.94187 -0.12009 4.2 0.2 -0.1
H 1.96399 1.56119 0.00303 1.2 1.9 -0.6
O -2.79777 0.33673 -0.03960 -0.1 -1.8 0.1


# 6
10
Properties=species:S:1:pos:R:3:forces:R:3 method="wB97M-V/def2-TZVPD" largest_force_ha_per_bohr=0.098 e_above_lowest_kj_mol=836.5 lumo_ev=0.487 e_tot_ha=-392.47495 total_charge=0 gap_ev=9.6 smiles="O=NN=O.C#CN"
H -1.53486 -0.06295 1.96860 1.4 -0.7 -1.7
H 1.88522 -0.30223 -0.09011 -1.5 1.2 -1.9
N -0.33742 -1.90798 -2.32062 -1.1 3.4 -2.8
O -0.79761 -0.31526 -3.91247 -0.7 2.4 -1.5
C 0.02711 -0.08119 0.28407 -0.7 0.3 0.3
N -0.51168 -1.22808 -3.22380 1.2 -3.9 3.0
O -0.02516 -2.84535 -1.67392 0.7 -2.0 1.3
C -0.80414 -0.24437 1.12450 -2.2 0.7 2.2
N 0.99998 0.04189 -0.61508 2.7 -1.4 0.8
H 1.04341 0.94161 -1.07406 0.4 0.0 0.2


# 7
10
Properties=species:S:1:pos:R:3:forces:R:3 method="wB97M-V/def2-TZVPD" largest_force_ha_per_bohr=0.126 e_above_lowest_kj_mol=384.7 lumo_ev=0.796 e_tot_ha=-392.64700 total_charge=0 gap_ev=11.0 smiles="Nn1ncoc1=O"
N 0.20341 0.25183 -0.43827 2.8 5.2 2.8
N -1.09764 0.79047 0.03901 2.3 0.5 -1.5
C -1.77525 -0.24827 0.14794 2.6 -2.2 -1.9
O -0.97883 -1.37465 -0.09580 -1.8 -2.5 0.6
H -2.81052 -0.20526 -0.05268 -1.2 -0.8 0.9
N 1.16564 1.20999 0.08743 3.1 0.8 -3.3
O 1.30811 -1.83069 0.11404 -1.5 1.9 -1.4
C 0.41658 -1.06057 -0.17596 -2.6 -1.0 2.0
H 1.53016 1.00966 1.03325 -0.3 -0.5 -1.0
H 2.03834 1.45748 -0.65896 -3.4 -1.4 2.8


# 8
10
Properties=species:S:1:pos:R:3:forces:R:3 method="wB97M-V/def2-TZVPD" largest_force_ha_per_bohr=0.018 e_above_lowest_kj_mol=378.4 lumo_ev=0.548 e_tot_ha=-392.64942 total_charge=0 gap_ev=10.2 smiles="NC1=NO1.N=C=O"
N -1.13790 0.88250 0.35545 -0.2 0.5 -0.4
H -0.62900 -1.72712 0.27692 0.2 0.1 -0.1
N 0.31216 -1.57894 0.62104 0.1 0.1 -0.2
C -0.92866 1.64566 -0.58207 -0.2 0.4 -0.3
H -1.59290 1.22348 1.18658 -0.1 0.1 0.0
N 1.97452 0.19120 0.15014 -0.2 -0.4 0.1
O 0.89722 0.03385 -1.15989 0.0 -0.3 0.0
H 0.86561 -2.42419 0.66031 0.0 0.0 0.2
C 0.97638 -0.55991 0.00766 0.5 0.0 -0.1
O -0.73742 2.31348 -1.51614 -0.1 -0.5 0.8